1.
A structure of composition C24H28N2O5, computed with wB97M-V/def2-TZVPD.

```
! wB97M-V def2-TZVPD RIJCOSX def2/J DEFGRID3
* xyz 0 1
C -1.83 -1.11 -6.46
H -2.60 -0.28 -6.00
O -0.64 -0.87 -6.03
C -0.25 -0.69 -4.83
C -1.18 -0.68 -3.83
C -0.59 -0.74 -2.55
C 0.87 -0.48 -2.31
C 1.43 -0.35 -3.33
C 1.04 -0.47 -4.67
O 1.93 -0.28 -5.67
C 3.25 -0.29 -5.53
H 3.61 -0.10 -6.60
H 3.74 -0.69 -4.96
H 3.47 0.77 -4.93
H 2.47 -0.13 -3.10
C 1.33 -0.42 -0.88
N 0.33 -0.70 0.18
C 0.70 -1.79 1.00
O 1.66 -2.19 1.26
C -0.37 -2.61 1.85
C -0.29 -2.28 3.30
N -0.32 -1.10 3.70
C -1.60 -0.38 3.59
O -2.43 -0.79 2.95
C -1.75 1.05 4.17
H -2.31 1.31 4.96
C 0.00 1.31 4.80
C 0.41 -0.37 4.56
O 1.69 -0.69 4.77
H 0.05 1.34 5.92
C 0.58 2.16 4.02
C -0.12 3.59 4.36
C -1.23 3.48 3.91
H -1.99 4.36 3.95
C -1.35 2.29 3.06
H -2.22 1.99 2.43
C -0.10 2.10 2.62
H 0.61 2.71 1.95
H 0.27 1.01 2.18
H 0.47 4.09 4.98
H 1.92 2.24 4.20
H 1.04 -2.71 3.50
H -0.82 -2.96 3.83
H -0.25 -3.47 1.60
H -1.56 -2.29 1.50
C -1.12 -0.27 0.05
H -1.71 -0.43 0.82
C -1.57 -0.86 -1.25
H -2.76 -0.63 -1.61
H -1.76 -2.18 -1.32
H -1.12 0.70 -0.22
C 1.60 1.02 -0.51
H 1.96 1.10 0.65
H 0.96 1.80 -0.54
H 2.55 1.37 -1.12
H 2.22 -1.21 -0.63
H -2.18 -1.04 -4.03
H -1.89 -1.15 -7.68
H -2.24 -2.16 -6.09
*
```

Properties
- HOMO: -7.71 eV
- Energy above the lowest of the compared OMol25 structures with the same formula, charge and spin: 25.386 eV

=====

2.
A cluster of 2 separate species, C24H28N3O5S in total, computed with wB97M-V/def2-TZVPD.

```
! wB97M-V def2-TZVPD RIJCOSX def2/J DEFGRID3
* xyz 1 1
C -2.52 0.93 1.62
C -2.75 1.45 3.19
S -1.17 1.19 4.24
C -1.24 -0.50 5.04
C -1.57 -1.68 3.92
C -3.07 -2.34 3.85
O -4.23 -1.98 4.69
C -3.15 -3.52 2.66
N -1.89 -3.75 1.89
C -2.06 -4.82 0.78
C -2.93 -4.07 -0.42
C -2.21 -4.18 -1.89
O -3.01 -4.59 -2.91
O -0.80 -3.83 -2.17
N -0.64 -3.24 1.95
C -0.37 -2.17 2.95
C 1.17 -1.53 2.98
C 1.63 -0.91 1.50
C 1.61 -1.81 0.09
C 2.01 -1.22 -1.38
C 2.52 0.34 -1.56
C 2.57 1.27 -0.20
C 2.13 0.67 1.30
C 2.23 1.74 2.54
H -2.15 1.81 0.93
H -3.58 0.60 1.23
H -1.79 0.02 1.57
H -3.02 2.61 3.15
H -3.64 0.80 3.62
H -0.26 -0.81 5.61
H -2.14 -0.51 5.83
H -4.54 -2.77 5.23
H -4.17 -4.10 2.43
H -2.61 -5.78 1.20
H -0.99 -5.16 0.39
H -3.06 -2.93 -0.15
H -4.01 -4.55 -0.37
H -0.73 -2.92 -2.59
H 1.89 -2.46 3.17
H 1.31 -0.78 3.87
H 1.25 -2.95 0.13
H 1.97 -1.88 -2.37
H 2.81 0.84 -2.58
H 2.93 2.39 -0.33
H 1.45 2.61 2.28
H 2.01 1.28 3.59
H 3.31 2.24 2.46
C 2.39 6.24 -5.02
C 3.29 5.54 -4.23
C 3.40 4.15 -4.36
C 2.60 3.48 -5.30
C 1.69 4.19 -6.09
C 1.58 5.58 -5.94
N 2.73 2.03 -5.46
O 3.54 1.44 -4.73
O 2.03 1.48 -6.32
H 2.31 7.33 -4.92
H 3.92 6.07 -3.51
H 4.11 3.61 -3.74
H 1.05 3.68 -6.81
H 0.88 6.13 -6.56
*
```

Properties
- HOMO: -10.59 eV

=====

3.
A cluster of 4 separate species, C24H28N4O8P in total, computed with wB97M-V/def2-TZVPD.

```
! wB97M-V def2-TZVPD RIJCOSX def2/J DEFGRID3
* xyz 1 1
C 1.30 -3.05 -0.45
C 1.42 -1.40 -0.61
N 1.97 -0.66 0.43
C 0.97 -0.55 -1.95
P -0.91 -0.33 -2.18
C -1.91 -1.97 -2.06
C -2.48 -2.30 -0.55
O -3.48 -1.30 -0.08
C -2.81 -0.36 0.84
O -3.23 0.94 0.83
H 0.19 -3.44 -0.45
H 1.72 -3.29 0.64
H 1.99 -3.63 -1.21
H 2.01 0.36 0.19
H 1.44 0.55 -1.92
H 1.41 -1.02 -2.95
H -1.40 0.72 -1.31
H -1.13 0.15 -3.55
H -2.85 -1.94 -2.79
H -1.24 -2.87 -2.45
H -1.62 -2.45 0.26
H -3.07 -3.34 -0.58
H -1.91 -0.64 1.56
C 1.84 2.94 -7.11
C 1.99 3.43 -5.81
C 2.56 2.62 -4.82
C 2.98 1.32 -5.15
C 2.82 0.83 -6.45
C 2.24 1.64 -7.43
N 3.61 0.48 -4.12
O 3.72 0.95 -2.98
O 3.99 -0.65 -4.46
H 1.39 3.57 -7.87
H 1.67 4.44 -5.57
H 2.68 3.02 -3.82
H 3.13 -0.18 -6.72
H 2.11 1.27 -8.44
C 3.25 -4.53 6.02
C 3.81 -5.33 5.02
C 3.13 -5.51 3.81
C 1.90 -4.88 3.61
C 1.33 -4.08 4.62
C 2.01 -3.91 5.82
N 1.19 -5.05 2.33
O 1.72 -5.78 1.48
O 0.12 -4.45 2.18
H 3.78 -4.38 6.96
H 4.77 -5.81 5.18
H 3.58 -6.14 3.04
H 0.37 -3.59 4.47
H 1.59 -3.29 6.60
C -3.57 3.70 3.96
C -3.69 3.54 2.58
C -3.99 4.63 1.76
C -4.17 5.89 2.34
C -4.06 6.06 3.73
C -3.76 4.96 4.53
N -4.46 7.05 1.49
O -4.56 6.86 0.27
O -4.57 8.16 2.04
H -3.33 2.85 4.59
H -3.54 2.55 2.13
H -4.07 4.48 0.69
H -4.20 7.04 4.19
H -3.67 5.08 5.61
*
```

Properties
- HOMO: -11.47 eV

=====

4.
A structure of composition C24H28N5O2OsPS2, computed with wB97M-V/def2-TZVPD.

```
! wB97M-V def2-TZVPD RIJCOSX def2/J DEFGRID3
* xyz 1 2
Os 0.22 -0.06 0.48
C -0.31 6.85 0.30
C -0.60 5.38 0.29
C -1.41 4.80 -0.69
C -1.63 3.44 -0.71
C -1.09 2.59 0.26
N -1.27 1.19 0.15
C -2.56 0.76 -0.24
C -3.69 1.38 0.30
C -4.96 0.94 0.03
C -5.18 -0.17 -0.78
C -6.57 -0.69 -1.05
C -4.07 -0.81 -1.30
C -2.78 -0.34 -1.07
N -1.70 -1.03 -1.68
C -1.78 -1.76 -2.81
C -0.61 -2.46 -2.95
C 0.16 -2.10 -1.85
N -0.50 -1.22 -1.09
C -0.31 3.17 1.25
C -0.05 4.54 1.24
N 0.27 2.39 2.29
C 0.59 2.83 3.52
C 1.32 1.85 4.15
C 1.40 0.82 3.22
N 0.77 1.14 2.09
H -0.96 7.39 -0.39
H 0.73 7.05 0.00
H -0.45 7.28 1.29
H -1.84 5.42 -1.46
H -2.23 3.00 -1.49
H -3.54 2.23 0.96
H -5.81 1.46 0.47
H -7.32 -0.05 -0.61
H -6.70 -1.69 -0.64
H -6.76 -0.76 -2.13
H -4.20 -1.71 -1.89
H -2.66 -1.72 -3.44
H -0.34 -3.13 -3.75
H 1.16 -2.40 -1.59
H 0.62 4.96 1.99
H 0.26 3.80 3.86
H 1.71 1.87 5.15
H 1.86 -0.15 3.33
C 4.73 -4.93 1.16
C 3.29 -4.47 1.11
O 3.21 -3.20 0.38
P 2.63 -1.91 1.08
S 2.48 -0.48 -0.31
S 0.76 -2.03 1.78
O 3.58 -1.60 2.31
C 4.97 -1.18 2.13
C 5.11 0.30 2.34
H 4.78 -5.88 1.69
H 5.35 -4.21 1.69
H 5.12 -5.07 0.16
H 2.87 -4.34 2.11
H 2.66 -5.16 0.55
H 5.31 -1.50 1.14
H 5.52 -1.74 2.88
H 6.15 0.59 2.18
H 4.82 0.58 3.35
H 4.49 0.86 1.63
*
```

Properties
- HOMO (alpha / beta): -10.18 / -10.16 eV

=====

5.
A structure of composition C24H29AsHoN3S, computed with wB97M-V/def2-TZVPD.

```
! wB97M-V def2-TZVPD RIJCOSX def2/J DEFGRID3
* xyz 2 5
Ho -8.07 -14.54 -0.68
C -6.64 -17.63 -1.44
C -5.68 -16.70 -0.76
N -5.77 -15.31 -1.30
C -5.51 -15.18 -2.85
C -6.61 -14.37 -3.53
N -8.01 -14.93 -3.17
C -8.28 -16.25 -3.70
C -8.80 -17.21 -2.66
N -8.04 -17.17 -1.35
H -6.43 -18.58 -0.91
H -6.42 -17.88 -2.45
H -4.65 -17.07 -0.99
H -5.79 -16.69 0.32
H -5.07 -14.76 -0.85
H -5.49 -16.19 -3.27
H -4.49 -14.78 -2.92
H -6.41 -14.47 -4.67
H -6.55 -13.34 -3.20
H -8.67 -14.24 -3.58
H -7.36 -16.73 -4.15
H -8.98 -16.18 -4.53
H -8.77 -18.23 -3.12
H -9.85 -17.04 -2.55
H -8.57 -17.75 -0.76
S -9.31 -12.28 -1.02
C -10.96 -12.31 -0.48
C -11.75 -11.19 -0.57
C -13.04 -11.14 -0.08
C -13.63 -12.26 0.58
C -12.87 -13.40 0.71
C -11.57 -13.41 0.18
As -10.61 -15.02 0.14
C -9.90 -15.32 1.89
C -10.30 -16.27 2.84
C -9.56 -16.37 3.98
C -8.39 -15.63 4.17
C -7.97 -14.74 3.22
C -8.77 -14.50 2.11
C -11.77 -16.49 -0.43
C -11.42 -17.77 -0.06
C -12.17 -18.87 -0.52
C -13.27 -18.67 -1.34
C -13.52 -17.38 -1.82
C -12.80 -16.25 -1.34
H -11.42 -10.32 -1.22
H -13.68 -10.28 -0.36
H -14.69 -12.27 0.94
H -13.29 -14.34 1.07
H -11.03 -17.06 2.66
H -9.73 -17.23 4.61
H -7.90 -15.71 5.07
H -7.09 -14.17 3.45
H -8.66 -13.55 1.54
H -10.59 -17.87 0.66
H -11.84 -19.78 -0.14
H -13.83 -19.54 -1.73
H -14.24 -17.27 -2.59
H -13.04 -15.19 -1.61
*
```

Properties
- HOMO (alpha / beta): -13.44 / -13.45 eV

=====

6.
A structure of composition C24H29BKN7O2S4, computed with wB97M-V/def2-TZVPD.

```
! wB97M-V def2-TZVPD RIJCOSX def2/J DEFGRID3
* xyz -2 1
K 1.17 0.61 0.14
C 1.06 -2.75 2.50
N 2.31 -2.21 2.07
C 3.10 -2.68 1.04
C 4.19 -1.88 0.99
N 4.09 -0.93 1.97
B 5.12 0.24 2.16
N 4.53 1.42 1.34
C 3.63 2.32 1.83
C 3.17 3.09 0.82
N 3.81 2.66 -0.32
C 3.52 3.11 -1.65
C 4.63 1.61 0.01
S 5.57 0.80 -1.10
C 2.93 -1.12 2.62
S 2.27 -0.24 3.87
H 1.18 -3.75 2.92
H 0.34 -2.79 1.67
H 0.67 -2.08 3.28
H 2.83 -3.54 0.47
H 5.05 -1.91 0.35
H 5.18 0.54 3.31
H 6.16 -0.11 1.70
H 3.39 2.35 2.87
H 2.47 3.89 0.80
H 3.93 4.11 -1.83
H 2.44 3.12 -1.82
H 4.00 2.41 -2.35
O -4.25 -0.82 -1.33
C -3.40 1.44 -1.22
C -4.75 2.09 -1.24
C -5.05 3.18 -0.53
C -4.07 3.86 0.27
C -2.78 3.44 0.23
C -2.37 2.32 -0.53
C -1.05 1.98 -0.69
O -0.01 2.52 -0.22
N -1.03 -0.33 -0.67
N -0.33 -1.41 -1.07
C -0.80 -2.55 -0.76
S -2.36 -2.70 0.07
C -2.15 -4.75 0.04
C -0.72 -5.12 -0.05
S 0.07 -3.96 -1.27
H -3.92 -1.71 -1.15
H -5.49 1.59 -1.85
H -6.05 3.59 -0.56
H -4.36 4.72 0.85
H -2.00 3.96 0.77
H -2.74 -5.12 -0.80
H -2.61 -5.05 0.98
H -0.52 -6.11 -0.46
H -0.21 -5.01 0.91
C -0.88 0.25 -3.89
C -1.62 0.74 -2.68
C -2.89 1.09 -2.60
C -3.55 0.06 -0.46
C -2.24 -0.57 0.07
C -2.04 -0.19 1.53
N -0.81 0.79 -1.50
H -1.54 0.17 -4.76
H -0.44 -0.72 -3.67
H -0.07 0.94 -4.13
H -3.57 1.11 -3.43
H -4.19 0.25 0.41
H -2.87 -0.55 2.13
H -1.97 0.90 1.66
H -1.12 -0.64 1.92
*
```

Properties
- HOMO: -1.01 eV

=====

7.
A structure of composition C24H29Br27ClFN4O2S, computed with wB97M-V/def2-TZVPD.

```
! wB97M-V def2-TZVPD RIJCOSX def2/J DEFGRID3
* xyz 0 1
C 4.95 3.18 -0.55
C 5.37 1.72 -0.78
C 5.53 1.40 -2.28
Cl 7.11 0.69 -2.67
C 4.34 0.62 -2.89
N 4.46 0.73 -4.36
C 3.12 1.36 -2.52
N 2.20 1.98 -2.20
C 4.24 -0.90 -2.54
C 5.02 -1.32 -1.36
N 5.58 -1.48 -0.37
C 2.76 -1.36 -2.28
C 2.27 -1.16 -0.85
C 0.74 -1.37 -0.75
C -0.05 -0.04 -0.67
N -1.07 0.10 -1.69
C -0.94 0.76 -2.87
C -2.12 0.72 -3.57
C -3.00 -0.05 -2.77
C -2.35 -0.41 -1.62
S 4.81 -1.98 -3.93
O 3.76 -2.06 -4.89
O 6.14 -1.73 -4.34
F 4.82 -3.34 -3.14
H 4.38 3.29 0.37
H 5.82 3.85 -0.56
H 4.29 3.53 -1.35
H 6.27 1.48 -0.23
H 4.56 1.10 -0.38
H 5.53 2.37 -2.78
H 4.55 1.72 -4.58
H 3.60 0.43 -4.81
H 2.78 -2.44 -2.44
H 2.09 -0.96 -3.03
H 2.57 -0.19 -0.46
H 2.72 -1.90 -0.18
H 0.38 -2.01 -1.55
H 0.56 -1.90 0.18
H 0.64 0.80 -0.72
H -0.54 0.01 0.30
H -0.06 1.25 -3.25
H -2.30 1.19 -4.53
H -4.02 -0.28 -3.04
H -2.72 -1.00 -0.80
C -1.28 -3.10 2.72
Br -0.48 -4.84 2.54
Br -0.01 -1.78 3.32
Br -2.14 -2.55 1.09
H -2.05 -3.18 3.47
C 3.91 4.26 3.87
Br 5.62 3.59 4.45
Br 4.09 5.91 2.90
Br 2.95 2.94 2.85
H 3.33 4.46 4.75
C -6.01 -3.84 2.24
Br -6.55 -2.28 1.25
Br -5.22 -5.17 1.10
Br -4.85 -3.38 3.70
H -6.90 -4.28 2.67
C -4.28 4.45 -3.38
Br -4.68 3.78 -5.15
Br -3.38 3.09 -2.36
Br -3.29 6.10 -3.43
H -5.22 4.66 -2.90
C -1.29 7.69 -6.99
Br -0.44 8.20 -8.64
Br -1.56 5.79 -6.88
Br -0.34 8.37 -5.46
H -2.27 8.15 -6.99
C -5.19 -5.35 7.71
Br -3.54 -5.83 6.85
Br -5.14 -3.56 8.40
Br -6.70 -5.64 6.56
H -5.30 -6.01 8.56
C -3.39 -0.04 9.14
Br -4.16 0.05 7.37
Br -4.71 -0.49 10.46
Br -1.90 -1.24 9.20
H -3.02 0.95 9.37
C -2.38 0.60 -8.00
Br -0.72 0.15 -8.87
Br -2.33 2.37 -7.25
Br -3.89 0.37 -9.17
H -2.51 -0.09 -7.18
C -2.28 -6.02 11.26
Br -1.91 -4.24 11.86
Br -4.16 -6.26 10.89
Br -1.18 -6.48 9.74
H -2.03 -6.70 12.06
*
```

Properties
- HOMO: -8.19 eV

=====

Number 1: largest force on an atom 0.364 hartree/bohr, DFT total energy -38537.36975 eV. Number 2: largest force on an atom 0.180 hartree/bohr, DFT total energy -50856.88187 eV. Number 3: largest force on an atom 0.184 hartree/bohr, DFT total energy -56950.90013 eV. Number 4: largest force on an atom 0.005 hartree/bohr, DFT total energy -70312.16183 eV. Number 5: largest force on an atom 0.053 hartree/bohr, DFT total energy -127287.17476 eV. Number 6: largest force on an atom 0.051 hartree/bohr, DFT total energy -100227.15966 eV. Number 7: largest force on an atom 0.032 hartree/bohr, DFT total energy -1952631.09309 eV.